Molecular formula: C35H27ClCoN3O4PS
Method: DFT, ωB97M-V with the def2-TZVPD basis set

**Energy relative to the best compared isomer or geometry (same formula, charge and spin)**: 0.0 kcal/mol
**Spin multiplicity**: 5
**Total charge**: -1
**E_HOMO (alpha / beta)**: -0.179 / -0.184 Eh
**E_tot**: -4397.77082 hartree

XYZ file:
```
73
C35H27ClCoN3O4PS (ωB97M-V with the def2-TZVPD basis set)
Co -0.892 -0.233 -0.193
O -0.706 -3.388 -1.245
S 0.225 -4.168 -2.119
O 0.739 -3.349 -3.284
O 1.625 -1.136 -2.387
C 1.742 -4.183 -1.101
C 2.663 -5.170 -1.424
C 3.893 -5.229 -0.792
C 4.204 -4.278 0.167
C 3.284 -3.293 0.492
C 2.032 -3.231 -0.123
P 0.799 -1.991 0.495
C 0.119 -2.963 1.890
C -1.234 -3.283 1.872
C -1.791 -4.037 2.895
C -1.000 -4.479 3.944
C 0.354 -4.172 3.966
C 0.910 -3.423 2.941
C 1.913 -0.756 1.299
C 1.751 -0.320 2.612
C 2.489 0.753 3.098
C 3.399 1.407 2.283
C 3.566 0.983 0.970
C 2.827 -0.082 0.481
H 2.402 -5.889 -2.193
H 4.605 -6.004 -1.050
H 5.163 -4.300 0.670
H 3.551 -2.561 1.244
H -1.847 -2.950 1.045
H -2.847 -4.273 2.872
H -1.437 -5.061 4.746
H 0.979 -4.516 4.781
H 1.968 -3.192 2.963
H 1.021 -0.790 3.255
H 2.331 1.085 4.117
H 3.964 2.249 2.661
H 4.267 1.491 0.319
H 2.951 -0.395 -0.549
O -2.600 0.595 -0.625
C -2.886 1.580 -1.418
C -4.070 2.326 -1.217
C -4.379 3.411 -2.004
C -3.532 3.815 -3.040
C -2.383 3.088 -3.272
C -2.054 1.974 -2.494
C -0.897 1.162 -2.840
N -0.156 0.381 -2.049
C 0.770 -0.234 -2.866
C 0.615 0.190 -4.147
N -0.448 1.072 -4.105
H -4.710 2.021 -0.399
H -5.284 3.973 -1.802
H -3.758 4.690 -3.634
H -1.699 3.413 -4.051
H 1.303 -2.037 -2.741
H 1.114 -0.097 -5.053
H -0.894 1.511 -4.889
Cl -0.139 5.524 -1.816
C -1.132 5.063 -0.461
C -2.191 5.877 -0.124
C -3.003 5.543 0.954
C -2.748 4.382 1.682
C -1.694 3.566 1.344
C -0.833 3.877 0.256
C 0.234 3.030 -0.056
H -2.382 6.766 -0.709
H -3.837 6.183 1.213
H -3.387 4.108 2.512
H -1.511 2.653 1.896
H 0.371 2.123 0.514
H 0.904 3.226 -0.879
N -1.473 0.310 2.902
C -1.217 0.065 1.800
```



Molecular formula: C35H28As2Br2NOV
Method: DFT, ωB97M-V with the def2-TZVPD basis set

**Spin multiplicity**: 2
**Total charge**: +1
**E_HOMO (alpha / beta)**: -0.382 / -0.366 Eh
**E_tot**: -12043.90426 hartree

XYZ file:
```
70
C35H28As2Br2NOV (ωB97M-V with the def2-TZVPD basis set)
V 0.439 -0.559 -0.088
C 2.553 2.478 -1.046
C 1.652 2.269 -2.256
As 0.004 1.308 -1.772
C -0.551 0.509 -3.439
C -0.121 1.022 -4.661
C -0.522 0.422 -5.845
C -1.354 -0.690 -5.815
C -1.784 -1.199 -4.599
C -1.383 -0.604 -3.410
C -1.239 2.743 -1.450
C -1.537 3.091 -0.138
C -2.399 4.146 0.127
C -2.974 4.851 -0.919
C -2.688 4.498 -2.232
C -1.824 3.449 -2.498
As 3.878 1.073 -0.558
C 2.804 -0.588 -0.706
C 2.083 -1.044 -1.830
C 1.314 -2.198 -1.751
C 1.365 -3.023 -0.603
C 2.082 -2.622 0.491
C 2.757 -1.372 0.445
C 4.799 0.996 -2.278
C 5.052 -0.186 -2.965
C 5.775 -0.175 -4.147
C 6.261 1.020 -4.659
C 6.029 2.203 -3.974
C 5.307 2.188 -2.788
H 1.984 2.713 -0.141
H 3.191 3.352 -1.207
H 2.178 1.732 -3.048
H 1.333 3.230 -2.665
H 0.526 1.890 -4.714
H -0.184 0.827 -6.789
H -1.666 -1.157 -6.739
H -2.434 -2.064 -4.565
H -1.718 -1.027 -2.467
H -1.117 2.537 0.695
H -2.625 4.408 1.152
H -3.651 5.668 -0.713
H -3.143 5.037 -3.052
H -1.624 3.180 -3.529
H 2.099 -0.466 -2.746
H 0.702 -2.490 -2.593
H 0.783 -3.934 -0.580
H 2.113 -3.219 1.392
H 3.289 -1.026 1.324
H 4.695 -1.135 -2.580
H 5.965 -1.103 -4.671
H 6.824 1.026 -5.582
H 6.414 3.141 -4.352
H 5.162 3.128 -2.266
Br -2.647 -4.482 -0.300
C -2.271 -3.330 1.131
C -2.774 -3.660 2.412
C -2.539 -2.872 3.497
Br -3.249 -3.346 5.176
C -1.749 -1.688 3.364
C -1.440 -0.797 4.410
C -0.658 0.304 4.151
C -0.166 0.495 2.854
N -0.436 -0.319 1.853
C -1.248 -1.391 2.087
C -1.527 -2.191 0.940
O -1.044 -1.764 -0.193
H -3.364 -4.562 2.507
H -1.827 -0.997 5.399
H -0.398 1.016 4.920
H 0.482 1.340 2.643
```



Molecular formula: C35H28N5O2STeV
Method: DFT, ωB97M-V with the def2-TZVPD basis set

**Spin multiplicity**: 2
**Total charge**: -1
**E_HOMO (alpha / beta)**: -0.102 / -0.106 Eh
**E_tot**: -3385.11487 hartree

XYZ file:
```
73
C35H28N5O2STeV (ωB97M-V with the def2-TZVPD basis set)
V -0.162 -0.230 -0.047
O 1.119 1.295 -0.691
C 2.369 0.935 -0.833
C 3.050 0.992 -2.054
C 4.368 0.566 -2.145
C 5.044 0.082 -1.032
C 4.378 0.030 0.190
C 3.065 0.447 0.294
C 2.278 0.376 1.555
N 1.067 -0.357 1.417
C 0.825 -1.303 2.492
C -0.633 -1.767 2.454
N -1.178 -1.662 1.096
C -2.473 -1.707 1.014
C -3.301 -1.773 -0.138
C -4.622 -1.293 0.016
C -5.511 -1.227 -1.021
C -5.080 -1.699 -2.287
C -3.842 -2.228 -2.471
C -2.863 -2.331 -1.402
O -1.743 -2.842 -1.590
H 2.517 1.357 -2.924
H 4.873 0.607 -3.103
H 6.071 -0.251 -1.111
H 4.890 -0.344 1.072
H 2.876 -0.001 2.384
H 1.492 -2.175 2.387
H 1.047 -0.861 3.478
H -0.694 -2.809 2.792
H -1.247 -1.168 3.143
H -3.027 -1.656 1.968
H -4.915 -0.929 0.997
H -6.505 -0.828 -0.885
H -5.764 -1.648 -3.130
H -3.524 -2.598 -3.438
C 2.384 -2.780 -2.448
C 1.961 -2.460 -3.735
C 0.890 -1.609 -3.903
C 0.253 -1.094 -2.776
N 0.694 -1.379 -1.542
C 1.725 -2.208 -1.380
C -0.909 -0.201 -2.808
C -1.609 0.166 -3.927
C -2.708 1.042 -3.817
C -3.031 1.530 -2.580
C -2.311 1.140 -1.441
N -1.280 0.228 -1.547
C -2.466 1.630 -0.118
C -3.425 2.583 0.288
C -3.469 2.985 1.592
C -2.544 2.446 2.506
C -1.624 1.545 2.047
N -1.560 1.133 0.764
H 3.220 -3.441 -2.271
H 2.470 -2.869 -4.599
H 0.540 -1.341 -4.889
H 2.026 -2.386 -0.356
H -1.319 -0.215 -4.896
H -3.273 1.324 -4.693
H -3.855 2.222 -2.475
H -4.126 2.972 -0.437
H -4.203 3.711 1.916
H -2.529 2.744 3.545
H -0.871 1.128 2.704
Te 1.907 2.466 2.196
C 3.228 2.417 3.839
C 4.136 1.477 4.248
C 4.859 1.858 5.414
C 4.501 3.082 5.879
S 3.277 3.771 4.896
H 4.301 0.542 3.742
H 5.614 1.240 5.877
H 4.883 3.605 6.737
```